This record from the Open Molecules 2025 dataset describes 20 unconnected molecules or ions with the total composition C80H220N20O20 at a distorted geometry. The level of theory is ωB97M-V/def2-TZVPD.

Each line ends with the Mulliken charge.
Element x y z (Å)
1 C -2.496 -3.086 -3.948  -0.335
2 C -3.444 -3.082 -5.142  0.246
3 C -4.239 -4.422 -5.063  -0.639
4 O -5.342 -4.380 -5.972  -0.309
5 C -6.058 -5.574 -6.259  -0.756
6 N -4.286 -1.881 -5.165  -0.176
7 H -2.979 -3.104 -2.967  -0.321
8 H -1.971 -2.132 -4.020  -0.130
9 H -1.761 -3.893 -4.036  0.407
10 H -2.782 -3.200 -5.994  0.199
11 H -4.663 -4.572 -4.058  0.162
12 H -3.617 -5.283 -5.324  0.460
13 H -6.959 -5.243 -6.805  0.249
14 H -6.390 -6.137 -5.384  0.305
15 H -5.515 -6.269 -6.946  0.271
16 H -4.775 -1.594 -4.308  -0.056
17 H -4.988 -1.966 -5.890  0.334
18 C 0.249 -4.583 -1.721  -0.848
19 C 1.446 -5.447 -1.176  1.088
20 C 2.480 -5.747 -2.261  -0.669
21 O 3.626 -6.316 -1.675  -0.334
22 C 3.424 -7.638 -1.270  -0.586
23 N 2.140 -4.614 -0.143  0.741
24 H 0.636 -3.608 -2.050  -0.082
25 H -0.402 -4.404 -0.878  -0.564
26 H -0.361 -4.988 -2.506  0.687
27 H 1.049 -6.345 -0.701  0.232
28 H 2.811 -4.828 -2.783  -0.165
29 H 1.982 -6.400 -2.983  0.530
30 H 3.066 -8.257 -2.108  0.324
31 H 2.789 -7.765 -0.400  0.151
32 H 4.411 -7.956 -0.956  0.290
33 H 2.885 -5.197 0.237  0.181
34 H 1.463 -4.479 0.624  -1.216
35 C -0.877 -8.929 5.744  -0.544
36 C -0.457 -8.513 7.117  0.659
37 C -0.580 -7.059 7.445  -0.553
38 O 0.227 -6.312 6.537  -0.201
39 C 0.217 -4.908 6.610  -0.156
40 N -1.262 -9.238 8.126  -0.600
41 H -0.689 -10.025 5.723  0.402
42 H -0.305 -8.478 4.933  -0.300
43 H -1.946 -8.782 5.536  0.260
44 H 0.646 -8.637 7.259  0.107
45 H -0.237 -6.977 8.502  0.262
46 H -1.605 -6.673 7.403  -0.063
47 H 0.423 -4.547 7.614  0.566
48 H -0.741 -4.546 6.259  0.245
49 H 1.000 -4.509 5.962  -0.537
50 H -1.554 -10.179 7.886  0.221
51 H -0.759 -9.241 9.008  0.241
52 C 0.900 -7.630 2.273  -1.456
53 C 1.508 -6.411 3.013  1.218
54 C 0.418 -5.364 3.218  -0.571
55 O -0.087 -4.998 1.944  0.808
56 C -1.481 -4.826 1.906  -0.507
57 N 2.102 -6.907 4.243  -0.515
58 H 0.480 -7.410 1.281  0.137
59 H 0.066 -8.038 2.881  0.110
60 H 1.670 -8.410 2.141  0.405
61 H 2.227 -5.929 2.316  -0.228
62 H 0.783 -4.509 3.756  -0.120
63 H -0.363 -5.860 3.845  0.102
64 H -2.047 -5.676 2.355  0.721
65 H -1.777 -4.699 0.860  0.056
66 H -1.810 -3.903 2.421  -0.407
67 H 1.357 -7.311 4.788  -0.134
68 H 2.469 -6.177 4.849  0.309
69 C 4.624 -3.730 2.715  -1.050
70 C 5.053 -4.705 3.803  0.643
71 C 6.587 -4.727 3.817  -1.173
72 O 7.012 -5.505 4.932  -0.314
73 C 8.369 -5.356 5.217  -0.741
74 N 4.463 -4.374 5.045  -0.266
75 H 4.976 -2.694 2.911  0.317
76 H 3.535 -3.717 2.660  -0.337
77 H 5.008 -3.964 1.722  0.598
78 H 4.690 -5.712 3.504  0.247
79 H 6.993 -3.694 3.937  0.403
80 H 6.995 -5.140 2.885  0.470
81 H 9.076 -5.564 4.349  0.277
82 H 8.658 -6.073 6.004  0.242
83 H 8.623 -4.311 5.555  0.299
84 H 4.897 -4.932 5.782  0.340
85 H 4.648 -3.400 5.313  -0.064
86 C 3.559 3.839 -4.842  -1.274
87 C 4.095 4.986 -4.009  1.021
88 C 4.665 6.105 -4.777  -0.767
89 O 5.826 5.690 -5.456  -0.282
90 C 6.247 6.466 -6.538  -0.751
91 N 3.063 5.532 -3.138  -0.425
92 H 4.259 3.312 -5.487  0.509
93 H 2.749 4.143 -5.521  0.267
94 H 3.100 3.098 -4.186  0.050
95 H 4.932 4.595 -3.422  -0.099
96 H 4.915 6.846 -3.990  0.315
97 H 3.920 6.502 -5.472  0.321
98 H 6.604 7.452 -6.158  0.299
99 H 5.520 6.673 -7.357  0.271
100 H 7.100 6.011 -7.021  0.261
101 H 3.543 5.851 -2.285  0.317
102 H 2.435 4.788 -2.828  -0.037
103 C 2.465 0.444 -7.473  -1.681
104 C 3.537 -0.023 -6.512  1.731
105 C 3.618 -1.520 -6.597  -1.141
106 O 2.528 -2.205 -6.132  -0.495
107 C 2.368 -2.145 -4.744  0.243
108 N 4.881 0.558 -6.852  -0.699
109 H 2.745 0.147 -8.474  0.453
110 H 2.237 1.524 -7.493  0.287
111 H 1.517 -0.053 -7.326  0.371
112 H 3.353 0.270 -5.479  -0.388
113 H 4.534 -1.890 -6.105  0.439
114 H 3.713 -1.762 -7.656  0.400
115 H 1.925 -1.190 -4.475  -0.107
116 H 3.341 -2.234 -4.247  0.006
117 H 1.693 -2.951 -4.447  0.113
118 H 5.075 0.286 -7.813  0.284
119 H 5.689 0.199 -6.337  0.259
120 C -3.959 -1.877 -0.513  -0.608
121 C -5.032 -2.917 -0.865  0.304
122 C -5.627 -3.544 0.429  -1.171
123 O -4.566 -3.881 1.277  0.189
124 C -4.929 -4.525 2.416  -1.065
125 N -6.068 -2.300 -1.681  -0.385
126 H -4.358 -1.090 0.126  0.118
127 H -3.630 -1.368 -1.408  0.260
128 H -3.083 -2.278 -0.009  -0.074
129 H -4.480 -3.660 -1.450  0.210
130 H -6.154 -4.519 0.243  0.383
131 H -6.342 -2.877 0.939  0.418
132 H -5.587 -3.869 3.011  0.443
133 H -4.080 -4.743 3.041  0.137
134 H -5.493 -5.475 2.253  0.271
135 H -6.684 -1.818 -1.030  0.336
136 H -6.705 -2.971 -2.095  0.299
137 C -4.683 -6.908 7.509  -1.590
138 C -5.128 -5.766 6.618  0.543
139 C -3.932 -4.854 6.302  -0.375
140 O -4.356 -3.660 5.734  -0.406
141 C -3.220 -2.862 5.411  0.602
142 N -5.655 -6.307 5.381  -0.594
143 H -5.514 -7.577 7.797  0.406
144 H -4.185 -6.718 8.443  0.397
145 H -3.994 -7.539 6.939  0.364
146 H -5.892 -5.130 7.098  0.167
147 H -3.225 -5.350 5.621  0.057
148 H -3.417 -4.736 7.287  0.378
149 H -3.586 -1.951 4.939  -0.287
150 H -2.576 -3.397 4.686  -0.349
151 H -2.602 -2.663 6.318  0.354
152 H -6.307 -7.050 5.575  0.228
153 H -6.125 -5.618 4.789  0.182
154 C 2.307 -1.646 6.133  -1.029
155 C 3.503 -0.744 6.387  1.011
156 C 4.002 -0.938 7.808  -1.012
157 O 5.106 -0.078 8.178  -0.404
158 C 4.816 1.342 8.109  -0.575
159 N 4.581 -1.030 5.433  -0.199
160 H 1.405 -1.337 6.691  0.631
161 H 2.535 -2.718 6.279  0.038
162 H 2.029 -1.483 5.087  -0.043
163 H 3.129 0.293 6.300  -0.154
164 H 4.360 -1.973 7.873  0.356
165 H 3.142 -0.846 8.476  0.443
166 H 4.961 1.751 7.110  0.143
167 H 5.561 1.758 8.793  0.295
168 H 3.820 1.615 8.513  0.297
169 H 5.462 -0.635 5.750  0.331
170 H 4.356 -0.558 4.540  -0.206
171 C 3.196 2.347 1.121  0.015
172 C 3.985 1.499 2.109  1.206
173 C 5.067 2.266 2.885  -0.944
174 O 6.019 3.036 2.145  -0.415
175 C 6.795 2.243 1.328  -0.325
176 N 3.266 0.726 3.110  0.939
177 H 2.737 3.224 1.611  -0.395
178 H 2.402 1.787 0.637  -0.439
179 H 3.863 2.732 0.359  0.427
180 H 4.569 0.809 1.514  -0.645
181 H 5.556 1.539 3.550  0.494
182 H 4.635 3.101 3.480  -0.008
183 H 7.428 2.889 0.697  0.309
184 H 6.254 1.590 0.673  -0.033
185 H 7.491 1.604 1.881  0.300
186 H 2.787 1.360 3.761  -0.137
187 H 2.607 0.052 2.721  -0.661
188 C -2.088 3.965 -0.252  -0.701
189 C -2.280 4.758 1.004  2.325
190 C -1.289 5.913 1.178  -0.899
191 O 0.019 5.351 1.043  0.463
192 C 1.045 6.264 1.121  -0.567
193 N -3.650 5.122 1.158  -0.589
194 H -2.253 4.524 -1.165  0.244
195 H -2.796 3.144 -0.303  0.473
196 H -1.081 3.559 -0.270  -0.381
197 H -2.025 4.093 1.846  -1.455
198 H -1.489 6.321 2.181  0.421
199 H -1.456 6.705 0.381  -0.338
200 H 1.189 6.676 2.119  0.220
201 H 0.974 7.075 0.403  -0.025
202 H 1.956 5.702 0.912  0.216
203 H -3.841 5.794 1.892  0.300
204 H -3.776 5.631 0.266  0.377
205 C 5.398 -2.275 -1.458  -1.907
206 C 4.214 -1.364 -1.141  1.778
207 C 4.322 -0.076 -1.844  -0.521
208 O 5.500 0.641 -1.464  -0.362
209 C 5.762 1.741 -2.283  -0.740
210 N 2.965 -2.026 -1.595  1.618
211 H 5.301 -3.290 -1.113  0.403
212 H 6.308 -1.856 -1.016  0.407
213 H 5.536 -2.355 -2.542  0.224
214 H 4.160 -1.061 -0.069  -0.406
215 H 3.503 0.609 -1.684  0.201
216 H 4.308 -0.330 -2.926  0.052
217 H 4.951 2.495 -2.225  0.014
218 H 5.790 1.473 -3.324  0.485
219 H 6.707 2.224 -1.984  0.369
220 H 2.174 -1.451 -1.331  -0.903
221 H 2.885 -2.913 -1.125  -0.386
222 C -0.675 -1.444 2.640  -0.021
223 C 0.046 -1.417 1.233  2.730
224 C -0.203 -0.096 0.611  0.030
225 O 0.358 -0.029 -0.684  0.931
226 C 0.180 1.235 -1.286  -1.029
227 N 1.486 -1.613 1.448  1.793
228 H -0.463 -2.372 3.149  -0.567
229 H -1.744 -1.326 2.552  -0.114
230 H -0.284 -0.586 3.199  -0.306
231 H -0.354 -2.185 0.550  -0.790
232 H 0.228 0.692 1.300  -0.733
233 H -1.302 0.077 0.541  -0.150
234 H -0.884 1.375 -1.421  0.390
235 H 0.632 1.258 -2.271  0.077
236 H 0.597 2.044 -0.674  -0.038
237 H 1.984 -1.386 0.593  -0.914
238 H 1.740 -2.541 1.797  -1.135
239 C -5.418 0.117 3.118  -1.309
240 C -4.680 1.425 2.834  0.219
241 C -3.165 1.264 3.038  1.171
242 O -2.789 0.489 4.159  0.533
243 C -3.062 1.246 5.385  -0.973
244 N -4.987 1.810 1.467  -0.669
245 H -4.964 -0.766 2.623  -0.045
246 H -6.432 0.175 2.719  0.440
247 H -5.546 -0.129 4.170  0.379
248 H -5.116 2.158 3.509  0.401
249 H -2.701 2.255 3.168  -0.213
250 H -2.685 0.733 2.188  -1.002
251 H -2.689 0.619 6.195  0.289
252 H -4.126 1.401 5.534  0.386
253 H -2.545 2.197 5.430  0.153
254 H -4.552 2.702 1.252  0.132
255 H -4.613 1.158 0.775  0.178
256 C 2.010 6.688 5.230  -1.499
257 C 1.073 5.480 5.192  1.029
258 C 1.897 4.258 4.668  -0.429
259 O 1.253 2.991 4.694  -0.221
260 C 0.116 2.878 3.931  -0.150
261 N 0.565 5.210 6.556  -0.765
262 H 1.573 7.616 5.563  0.362
263 H 2.517 6.836 4.262  0.311
264 H 2.808 6.445 5.954  0.411
265 H 0.204 5.560 4.492  -0.098
266 H 2.802 4.144 5.278  0.397
267 H 2.187 4.559 3.627  -0.201
268 H -0.754 3.475 4.225  0.356
269 H -0.171 1.816 3.958  -0.251
270 H 0.379 3.179 2.897  0.234
271 H -0.334 5.646 6.726  0.303
272 H 0.307 4.220 6.600  0.273
273 C -0.888 0.825 -5.494  -2.077
274 C -2.152 1.299 -4.751  1.885
275 C -2.082 2.827 -4.413  -0.450
276 O -1.028 3.067 -3.476  0.955
277 C -0.678 4.433 -3.471  -0.577
278 N -3.312 1.156 -5.640  -0.709
279 H -0.701 1.218 -6.485  0.387
280 H -0.933 -0.278 -5.667  0.595
281 H 0.029 0.875 -4.911  0.325
282 H -2.313 0.694 -3.828  -0.263
283 H -3.025 3.247 -3.991  0.697
284 H -1.852 3.377 -5.343  -1.313
285 H 0.038 4.650 -2.670  -0.518
286 H -1.571 5.078 -3.320  0.393
287 H -0.193 4.676 -4.449  0.314
288 H -4.136 1.509 -5.179  0.110
289 H -3.462 0.154 -5.740  0.337
290 C -8.281 4.380 -5.973  -1.620
291 C -6.979 3.760 -5.565  0.630
292 C -7.257 2.760 -4.473  -0.910
293 O -6.078 2.068 -4.092  -0.046
294 C -6.332 1.028 -3.196  -0.739
295 N -6.224 3.264 -6.706  -0.516
296 H -8.868 4.830 -5.162  0.380
297 H -8.937 3.629 -6.461  0.376
298 H -8.199 5.186 -6.715  0.365
299 H -6.375 4.557 -5.076  0.157
300 H -8.015 2.042 -4.878  0.369
301 H -7.625 3.259 -3.566  0.342
302 H -6.952 0.258 -3.689  0.367
303 H -6.840 1.455 -2.322  0.449
304 H -5.419 0.520 -2.861  -0.117
305 H -5.381 2.735 -6.493  0.195
306 H -6.805 2.632 -7.291  0.275
307 C -1.159 12.184 -2.154  -1.491
308 C -1.219 10.683 -2.507  0.553
309 C -1.339 9.752 -1.278  -0.837
310 O -1.590 8.391 -1.469  -0.353
311 C -0.456 7.798 -2.072  -0.105
312 N -2.290 10.485 -3.448  -0.715
313 H -2.061 12.459 -1.628  0.366
314 H -1.124 12.786 -3.089  0.352
315 H -0.309 12.489 -1.527  0.372
316 H -0.337 10.401 -3.123  0.234
317 H -2.139 10.178 -0.666  0.448
318 H -0.378 9.851 -0.772  0.377
319 H 0.433 8.292 -1.662  0.376
320 H -0.366 7.836 -3.175  0.369
321 H -0.452 6.750 -1.793  -0.629
322 H -2.413 9.472 -3.519  0.291
323 H -3.171 10.793 -3.004  0.298
324 C -2.471 5.332 -7.461  -1.116
325 C -1.570 4.367 -8.253  0.231
326 C -0.188 4.149 -7.663  -0.031
327 O 0.515 5.320 -7.263  -0.165
328 C 1.151 5.912 -8.414  -0.840
329 N -2.105 3.044 -8.476  -0.660
330 H -3.456 5.315 -7.942  0.400
331 H -2.059 6.324 -7.419  0.342
332 H -2.589 4.976 -6.426  0.020
333 H -1.398 4.745 -9.278  0.637
334 H 0.315 3.523 -8.418  0.363
335 H -0.204 3.540 -6.752  -0.349
336 H 2.066 5.372 -8.689  0.283
337 H 1.398 6.903 -8.041  0.241
338 H 0.449 5.967 -9.250  0.313
339 H -3.001 2.983 -8.947  0.275
340 H -2.171 2.607 -7.558  0.079

Results
frontier orbital gap: 9.0379 eV
LUMO energy: 0.344 eV
M: 1782.8 g mol⁻¹
highest occupied orbital energy: -8.694 eV
2S+1: 1
maximum force: 2.3 eV/A



This record from the Open Molecules 2025 dataset describes 6 unconnected molecules or ions with the total composition C5H25N2O6 at a distorted geometry. The level of theory is ωB97M-V/def2-TZVPD.

Each line ends with the Mulliken charge.
Element x y z (Å)
1 N 1.303 0.473 -1.551  -0.111
2 C 0.385 -0.189 -0.580  1.295
3 C 1.016 -1.431 0.040  -0.861
4 O 2.274 -1.100 0.604  -0.599
5 C -0.957 -0.395 -1.293  -1.492
6 N -2.063 -0.515 -0.325  0.275
7 C -3.218 0.297 -0.650  -1.158
8 C -2.408 -1.952 -0.174  -1.110
9 H 2.294 0.369 -1.318  0.328
10 H 1.245 -0.034 -2.438  0.413
11 H 1.171 1.512 -1.688  0.387
12 H 0.254 0.502 0.245  -0.690
13 H 0.342 -1.867 0.779  0.272
14 H 1.177 -2.191 -0.727  0.401
15 H 2.040 -0.828 1.531  0.448
16 H -0.902 -1.271 -1.945  0.489
17 H -1.114 0.500 -1.899  0.611
18 H -3.356 0.535 -1.713  0.392
19 H -4.194 -0.146 -0.443  0.405
20 H -3.278 1.226 -0.079  0.296
21 H -2.301 -2.275 0.859  0.281
22 H -3.404 -2.176 -0.568  0.394
23 H -1.856 -2.623 -0.834  0.380
24 H 0.414 3.489 1.627  0.318
25 H -0.261 2.063 1.691  0.325
26 O 0.260 2.679 1.139  -0.594
27 H -1.490 0.128 1.555  0.268
28 H -1.815 0.833 2.920  0.267
29 O -1.115 0.668 2.278  -0.629
30 H 0.791 0.114 3.195  0.309
31 H 1.826 -0.911 3.679  0.323
32 O 1.665 -0.250 2.994  -0.635
33 H 2.145 3.180 -1.012  0.318
34 H 0.708 3.823 -1.492  0.302
35 O 1.389 3.163 -1.603  -0.679
36 H 3.560 -1.104 -1.227  0.324
37 H 3.660 -2.264 -0.328  0.347
38 O 3.814 -2.031 -1.251  -0.610

Results
frontier orbital gap: 10.1310 eV
LUMO energy: -2.697 eV
M: 209.3 g mol⁻¹
net charge: +1
highest occupied orbital energy: -12.828 eV
2S+1: 1
maximum force: 1.8 eV/A



This record from the Open Molecules 2025 dataset describes CH3NS2 in the gas phase at a distorted geometry. The level of theory is ωB97M-V/def2-TZVPD.

Each line ends with the Mulliken charge.
Element x y z (Å)
1 N -1.402 0.631 -0.055  -0.544
2 S 0.229 1.197 -0.043  0.114
3 C 1.112 -0.335 0.034  -0.222
4 S 2.700 -0.666 0.110  -0.208
5 H -1.552 0.376 0.853  0.281
6 H -1.595 -0.103 -0.713  0.279
7 H 0.508 -1.100 -0.187  0.300

Results
frontier orbital gap: 8.4858 eV
LUMO energy: -0.355 eV
M: 93.2 g mol⁻¹
highest occupied orbital energy: -8.841 eV
SMILES string: NSC=S
2S+1: 1
maximum force: 4.0 eV/A



- maximum force of number 2 (C5H25N2O6)?
  1.8 eV/A



- Which value of 2S+1 does entry 2 give?
  1



- 2S+1 of number 1 (C80H220N20O20)?
  1